(1)
# C2H3N3O2

One molecule with the formula C2H3N3O2 (ωB97M-V/def2-TZVPD, OMol25).

Computed properties:
HOMO	-9.4	eV
SMILES	Oc1ncn(O)n1
relative energy (zero: lowest compared OMol25 entry of this formula, charge and spin)	119.54	kcal/mol
Kohn-Sham gap	0.3613	hartree

The geometry in ORCA input format:
```
! RIJCOSX wB97M-V def2-TZVPD def2/J DEFGRID3
* xyz 0 1
O 2.185 -0.773 -0.068
C 1.021 -0.077 -0.017
N 0.680 1.266 0.023
C -0.699 1.196 -0.154
N -1.017 -0.068 -0.153
O -2.213 -0.723 0.157
N -0.036 -0.943 -0.168
H 2.981 -0.227 0.614
H -1.267 2.031 0.021
H -1.635 -1.682 -0.255
*
```

Let us look at the Mulliken charges, expressed in e, one per atom: atom 1 (O): -0.5219, atom 2 (C): 0.3861, atom 3 (N): -0.5279, atom 4 (C): -0.0967, atom 5 (N): 0.7190, atom 6 (O): -0.4961, atom 7 (N): -0.7793, atom 8 (H): 0.4035, atom 9 (H): 0.4177, atom 10 (H): 0.4956

=====

(2)
# C2H3N3O2

A 2-piece molecular cluster, C2H3N3O2 overall (ωB97M-V/def2-TZVPD, OMol25).

Computed properties:
HOMO (spin up / spin down)	-7.6 / -10.5	eV
relative energy (zero: lowest compared OMol25 entry of this formula, charge and spin)	28.00	kcal/mol
Kohn-Sham gap (spin up / spin down)	0.2977 / 0.2823	hartree
<S²>	2.010

The geometry in ORCA input format:
```
! RIJCOSX wB97M-V def2-TZVPD def2/J DEFGRID3
* xyz 0 3
C -3.124 0.623 0.143
C -2.835 -0.837 0.027
N -1.877 0.100 -0.214
N 0.281 -0.238 -0.458
N 0.590 -0.869 0.659
O -3.725 1.624 0.136
O -3.237 -1.943 -0.145
H 0.421 0.709 -0.637
H 0.155 -0.797 -1.240
H 0.531 -0.132 1.403
*
```

Let us look at the Mulliken charges, expressed in e, one per atom: atom 1 (C): 0.4491, atom 2 (C): 0.3823, atom 3 (N): -0.1467, atom 4 (N): -0.1214, atom 5 (N): -0.4880, atom 6 (O): -0.3672, atom 7 (O): -0.4180, atom 8 (H): 0.2451, atom 9 (H): 0.2592, atom 10 (H): 0.2057

=====

(3)
# C2H3N3O2S

One molecule with the formula C2H3N3O2S (ωB97M-V/def2-TZVPD, OMol25).

Computed properties:
HOMO	-9.5	eV
SMILES	Oc1nc(O)n(S)n1
relative energy (zero: lowest compared OMol25 entry of this formula, charge and spin)	15.74	kcal/mol
Kohn-Sham gap	0.3669	hartree

The geometry in ORCA input format:
```
! RIJCOSX wB97M-V def2-TZVPD def2/J DEFGRID3
* xyz 0 1
O 2.633 0.359 0.164
C 1.335 0.238 0.081
N 0.719 -0.995 0.246
C -0.557 -0.676 0.053
O -1.551 -1.634 0.001
N -0.797 0.649 -0.162
S -2.100 1.627 -0.734
N 0.583 1.230 -0.238
H 3.052 -0.536 0.388
H -1.200 -2.543 -0.176
H -2.118 2.281 0.377
*
```

Let us look at the Mulliken charges, expressed in e, one per atom: atom 1 (O): -0.4874, atom 2 (C): 0.5776, atom 3 (N): -0.5774, atom 4 (C): 0.4920, atom 5 (O): -0.5055, atom 6 (N): 0.1826, atom 7 (S): -0.0776, atom 8 (N): -0.4899, atom 9 (H): 0.3775, atom 10 (H): 0.3549, atom 11 (H): 0.1532

=====

(4)
# C2H3N3O2S

One molecule with the formula C2H3N3O2S (ωB97M-V/def2-TZVPD, OMol25).

Computed properties:
HOMO	-8.2	eV
SMILES	O=c1[nH]c(O)nn1S
relative energy (zero: lowest compared OMol25 entry of this formula, charge and spin)	36.44	kcal/mol
Kohn-Sham gap	0.2798	hartree

The geometry in ORCA input format:
```
! RIJCOSX wB97M-V def2-TZVPD def2/J DEFGRID3
* xyz 0 1
O 1.030 1.954 0.045
C 0.190 1.066 -0.041
N -1.189 0.993 -0.148
C -1.595 -0.326 0.006
O -2.806 -0.718 0.050
N -0.607 -1.095 -0.107
N 0.526 -0.289 -0.080
S 2.142 -0.869 0.037
H -1.747 1.849 0.134
H -3.518 0.003 0.712
H 2.527 0.459 0.373
*
```

Let us look at the Mulliken charges, expressed in e, one per atom: atom 1 (O): -0.6586, atom 2 (C): 0.4780, atom 3 (N): -0.1467, atom 4 (C): 0.4409, atom 5 (O): -0.5461, atom 6 (N): -0.6625, atom 7 (N): 0.3870, atom 8 (S): -0.1737, atom 9 (H): 0.2807, atom 10 (H): 0.3991, atom 11 (H): 0.2018

=====

(5)
# C2H3N3O3

One molecule with the formula C2H3N3O3 (ωB97M-V/def2-TZVPD, OMol25).

Computed properties:
HOMO	-8.9	eV
SMILES	O/N=c1\nc(O)[nH]o1
relative energy (zero: lowest compared OMol25 entry of this formula, charge and spin)	54.75	kcal/mol
Kohn-Sham gap	0.3252	hartree

The geometry in ORCA input format:
```
! RIJCOSX wB97M-V def2-TZVPD def2/J DEFGRID3
* xyz 0 1
O 2.228 0.399 -1.525
N 1.018 -0.233 -1.778
C 0.167 -0.163 -0.823
N 0.456 0.477 0.385
C -0.511 0.189 1.135
O -0.705 0.722 2.359
N -1.534 -0.620 0.565
O -1.092 -0.772 -0.731
H 2.181 0.790 -0.666
H -1.556 0.442 2.725
H -1.586 -1.550 1.043
*
```

Let us look at the Mulliken charges, expressed in e, one per atom: atom 1 (O): -0.3251, atom 2 (N): -0.4230, atom 3 (C): 0.6083, atom 4 (N): -0.4430, atom 5 (C): 0.3816, atom 6 (O): -0.4443, atom 7 (N): -0.1566, atom 8 (O): -0.2277, atom 9 (H): 0.4125, atom 10 (H): 0.3472, atom 11 (H): 0.2701

=====

(6)
# C2H3N3O3

C2H3N3O3 as an isolated structure (ωB97M-V/def2-TZVPD, OMol25).

Computed properties:
HOMO	-9.0	eV
relative energy (zero: lowest compared OMol25 entry of this formula, charge and spin)	36.57	kcal/mol
Kohn-Sham gap	0.3495	hartree

The geometry in ORCA input format:
```
! RIJCOSX wB97M-V def2-TZVPD def2/J DEFGRID3
* xyz 0 1
C -0.885 0.889 0.136
C 0.846 -0.104 0.499
H -2.524 1.070 -0.441
H 2.059 -0.140 1.981
H -0.297 -1.977 -1.756
N 0.224 0.988 0.895
N 0.097 -0.853 -0.374
N -0.985 -0.112 -0.736
O -1.887 1.802 -0.003
O 2.066 -0.502 0.978
O 0.526 -1.779 -1.236
*
```

Let us look at the Mulliken charges, expressed in e, one per atom: atom 1 (C): 0.4200, atom 2 (C): 0.4520, atom 3 (H): 0.4288, atom 4 (H): 0.3829, atom 5 (H): 0.4067, atom 6 (N): -0.5433, atom 7 (N): 0.6730, atom 8 (N): -0.7554, atom 9 (O): -0.5109, atom 10 (O): -0.5072, atom 11 (O): -0.4468

=====

(7)
# C2H3N3O6S

A 2-piece molecular cluster, C2H3N3O6S overall (ωB97M-V/def2-TZVPD, OMol25).

Computed properties:
HOMO (spin up / spin down)	-9.9 / -9.4	eV
relative energy (zero: lowest compared OMol25 entry of this formula, charge and spin)	10.33	kcal/mol
Kohn-Sham gap (spin up / spin down)	0.2724 / 0.2814	hartree

The geometry in ORCA input format:
```
! RIJCOSX wB97M-V def2-TZVPD def2/J DEFGRID3
* xyz 0 1
C 2.302 0.016 -0.284
C -0.416 -0.423 -0.170
N -0.181 -0.543 1.247
N -1.446 1.633 0.002
N -1.559 -1.060 -0.750
O 0.408 0.393 1.760
O -0.569 -1.533 1.810
O -2.425 1.685 0.627
O -0.700 2.273 -0.629
O -2.490 -1.336 -0.033
O -1.521 -1.185 -1.959
S 0.791 0.082 -1.290
H 2.304 0.808 0.458
H 3.122 0.147 -0.981
H 2.381 -0.957 0.193
*
```

Let us look at the Mulliken charges, expressed in e, one per atom: atom 1 (C): -0.8534, atom 2 (C): 0.0079, atom 3 (N): 0.9325, atom 4 (N): 0.9812, atom 5 (N): 0.9708, atom 6 (O): -0.5359, atom 7 (O): -0.5515, atom 8 (O): -0.4544, atom 9 (O): -0.4559, atom 10 (O): -0.5295, atom 11 (O): -0.6183, atom 12 (S): 0.1285, atom 13 (H): 0.2929, atom 14 (H): 0.3702, atom 15 (H): 0.3148

=====

(8)
# C2H3N3OS

One molecule with the formula C2H3N3OS (ωB97M-V/def2-TZVPD, OMol25).

Computed properties:
HOMO	-9.6	eV
SMILES	CSc1nnon1
relative energy (zero: lowest compared OMol25 entry of this formula, charge and spin)	52.50	kcal/mol
Kohn-Sham gap	0.3628	hartree

The geometry in ORCA input format:
```
! RIJCOSX wB97M-V def2-TZVPD def2/J DEFGRID3
* xyz 0 1
C -0.078 -0.127 1.853
S 0.469 1.207 0.763
C 0.186 0.422 -0.762
N 0.454 1.062 -1.962
N 0.146 0.255 -2.880
O -0.309 -0.896 -2.309
N -0.294 -0.773 -0.960
H -1.164 -0.360 1.677
H 0.556 -1.027 1.707
H 0.035 0.236 2.874
*
```

Let us look at the Mulliken charges, expressed in e, one per atom: atom 1 (C): -0.7678, atom 2 (S): -0.0405, atom 3 (C): 0.5529, atom 4 (N): -0.2423, atom 5 (N): -0.0929, atom 6 (O): -0.0393, atom 7 (N): -0.2291, atom 8 (H): 0.2706, atom 9 (H): 0.2738, atom 10 (H): 0.3146

=====

(9)
# C2H3N3OS

One molecule with the formula C2H3N3OS (ωB97M-V/def2-TZVPD, OMol25).

Computed properties:
HOMO	-9.2	eV
SMILES	[H]/N=c1\ocnn1S
relative energy (zero: lowest compared OMol25 entry of this formula, charge and spin)	60.01	kcal/mol
Kohn-Sham gap	0.3476	hartree

The geometry in ORCA input format:
```
! RIJCOSX wB97M-V def2-TZVPD def2/J DEFGRID3
* xyz 0 1
H 1.250 2.376 0.073
N 0.214 2.047 -0.236
C 0.161 0.711 -0.328
O 1.410 -0.015 0.163
C 1.068 -1.324 -0.070
N -0.217 -1.577 -0.271
N -0.786 -0.347 -0.524
S -2.462 -0.092 -0.060
H 1.905 -2.003 0.024
H -2.543 0.224 1.229
*
```

Let us look at the Mulliken charges, expressed in e, one per atom: atom 1 (H): 0.2895, atom 2 (N): -0.6730, atom 3 (C): 0.5165, atom 4 (O): -0.3236, atom 5 (C): 0.0422, atom 6 (N): -0.5074, atom 7 (N): 0.2263, atom 8 (S): -0.1038, atom 9 (H): 0.3847, atom 10 (H): 0.1485

=====

(10)
# C2H3N3OS

One molecule with the formula C2H3N3OS (ωB97M-V/def2-TZVPD, OMol25).

Computed properties:
HOMO	-8.4	eV
SMILES	Oc1[nH]nnc1S
relative energy (zero: lowest compared OMol25 entry of this formula, charge and spin)	35.97	kcal/mol
Kohn-Sham gap	0.3167	hartree

The geometry in ORCA input format:
```
! RIJCOSX wB97M-V def2-TZVPD def2/J DEFGRID3
* xyz 0 1
O -0.563 1.952 -0.015
C -0.288 0.587 0.128
N -1.251 -0.282 -0.025
N -0.817 -1.588 -0.021
N 0.430 -1.563 0.059
C 0.817 -0.244 0.209
S 2.554 0.225 -0.016
H -1.474 2.059 0.120
H -2.281 -0.092 -0.260
H 2.874 -1.054 -0.180
*
```

Let us look at the Mulliken charges, expressed in e, one per atom: atom 1 (O): -0.4629, atom 2 (C): 0.5397, atom 3 (N): 0.1826, atom 4 (N): -0.6472, atom 5 (N): -0.1193, atom 6 (C): 0.0575, atom 7 (S): -0.2619, atom 8 (H): 0.3063, atom 9 (H): 0.2474, atom 10 (H): 0.1578

=====

(11)
# C2H3N3S

One molecule with the formula C2H3N3S (ωB97M-V/def2-TZVPD, OMol25).

Computed properties:
HOMO	-9.2	eV
SMILES	Nc1nncs1
relative energy (zero: lowest compared OMol25 entry of this formula, charge and spin)	9.09	kcal/mol
Kohn-Sham gap	0.3570	hartree

The geometry in ORCA input format:
```
! RIJCOSX wB97M-V def2-TZVPD def2/J DEFGRID3
* xyz 0 1
N -1.840 -0.080 -0.122
C -0.478 0.065 -0.054
N 0.144 1.197 -0.081
N 1.504 1.021 -0.072
C 1.857 -0.198 -0.013
S 0.543 -1.379 -0.085
H -2.256 -0.937 0.304
H -2.361 0.746 0.105
H 2.888 -0.435 0.019
*
```

Let us look at the Mulliken charges, expressed in e, one per atom: atom 1 (N): -0.4725, atom 2 (C): 0.5011, atom 3 (N): -0.3876, atom 4 (N): -0.3079, atom 5 (C): -0.1392, atom 6 (S): -0.1665, atom 7 (H): 0.2442, atom 8 (H): 0.2717, atom 9 (H): 0.4567

=====

(12)
# C2H3N3S

One molecule with the formula C2H3N3S (ωB97M-V/def2-TZVPD, OMol25).

Computed properties:
HOMO	-9.2	eV
SMILES	Sc1ncn[nH]1
relative energy (zero: lowest compared OMol25 entry of this formula, charge and spin)	3.71	kcal/mol
Kohn-Sham gap	0.3654	hartree

The geometry in ORCA input format:
```
! RIJCOSX wB97M-V def2-TZVPD def2/J DEFGRID3
* xyz 0 1
S -1.572 1.122 -0.266
C -0.155 0.112 -0.120
N 1.026 0.333 -0.627
C 1.754 -0.720 -0.185
N 1.155 -1.472 0.718
N -0.106 -0.882 0.786
H -0.936 2.166 -0.852
H 2.773 -0.897 -0.504
H -0.807 -1.418 1.301
*
```

Let us look at the Mulliken charges, expressed in e, one per atom: atom 1 (S): -0.2936, atom 2 (C): 0.4963, atom 3 (N): -0.5273, atom 4 (C): -0.0105, atom 5 (N): -0.5886, atom 6 (N): 0.1216, atom 7 (H): 0.1704, atom 8 (H): 0.4005, atom 9 (H): 0.2313

=====

Number 1: F_max 6.550 eV/Å. Number 2: F_max 4.019 eV/Å. Number 3: F_max 3.040 eV/Å. Number 4: F_max 7.638 eV/Å. Number 5: F_max 2.370 eV/Å. Number 6: F_max 3.597 eV/Å. Number 7: F_max 3.146 eV/Å. Number 8: F_max 1.168 eV/Å. Number 9: F_max 5.321 eV/Å. Number 10: F_max 5.055 eV/Å. Number 11: F_max 1.537 eV/Å. Number 12: F_max 1.935 eV/Å.